# 1
A cluster of 2 separate species, C3H9NOS in total in a non-equilibrium geometry, computed with wB97M-V/def2-TZVPD.

As for the charge: 0. Its structure (SMILES) is NC=O.CCS. For the relative energy (zero: lowest compared OMol25 entry of this formula, charge and spin), the calculation gives 19.78 kcal per mole. The calculation puts the total energy at -17629.347 eV.

Last column: Löwdin charge in e.
Positions of all 15 atoms, in Å:
N (-1.14135, -2.43439, 1.46457)  0.110
C (-2.30750, -2.71361, 0.85194)  -0.445
O (-2.86301, -3.78111, 0.78521)  0.024
H (-0.50070, -1.79855, 1.00717)  0.074
H (-0.72857, -3.06536, 2.14304)  0.108
H (-2.66967, -1.84482, 0.28205)  0.122
C (1.35150, 0.56761, 0.13566)  -0.173
C (1.72443, 1.47792, -1.06203)  -0.657
S (1.43160, 3.23261, -0.93535)  0.698
H (0.78547, -0.22351, -0.35847)  0.048
H (2.18329, 0.06294, 0.63780)  0.065
H (0.83395, 1.04452, 0.96610)  0.062
H (1.24184, 1.05377, -1.93466)  0.058
H (2.78562, 1.27487, -1.23985)  0.063
H (0.18825, 3.20026, -1.39213)  -0.156

# 2
A cluster of 4 separate species, C40H77BrF3N2O15P5 in total in a non-equilibrium geometry, computed with wB97M-V/def2-TZVPD.

As for the charge: 0. Its structure (SMILES) is CCP(CC)c1c(P(O)Br)c2c(c(CC(C)C)c1C(F)(F)F)C(=O)N(CCCCCN)C2=O.CCOP(=O)(OCC)OCC.CCOP(=O)(OCC)OCC.CCOP(=O)(OCC)OCC. The calculation puts the total energy at -201050.886 eV.

Last column: Löwdin charge in e.
Positions of all 143 atoms, in Å:
C (2.53788, 4.75391, 1.85065)  -0.155
C (1.27915, 4.21713, 0.96699)  -0.438
P (1.77982, 3.38225, -0.63954)  0.960
C (2.31430, 1.58812, -0.43991)  -0.438
C (1.73861, 0.81239, 0.84594)  -0.164
C (0.52440, 3.63587, -2.03380)  -0.236
C (1.18405, 3.95407, -3.43725)  -0.321
P (3.09008, 4.04929, -3.68915)  0.605
O (3.77877, 5.11651, -2.50205)  -0.431
Br (3.99438, 1.95878, -3.41177)  0.265
C (0.33450, 4.20267, -4.69436)  -0.040
C (-1.20716, 4.17834, -4.52093)  0.021
C (-1.87024, 3.87011, -3.15109)  -0.003
C (-3.48413, 3.90615, -3.16107)  -0.129
C (-4.13529, 2.59137, -3.83159)  -0.384
C (-5.70997, 2.76994, -4.17064)  -0.082
C (-3.84532, 1.22706, -3.03590)  -0.088
C (-1.04456, 3.55704, -1.84860)  0.008
C (-1.69614, 3.20531, -0.45816)  -0.376
F (-1.70564, 4.39981, 0.33471)  0.041
F (-0.94643, 2.24611, 0.30245)  0.031
F (-3.00400, 2.69342, -0.49126)  0.077
C (-1.83280, 4.49087, -5.95214)  -0.316
O (-2.99842, 4.81390, -6.25214)  0.087
N (-0.66202, 4.24685, -6.85097)  -0.002
C (-0.81019, 2.73545, -7.01218)  -0.162
C (-0.83271, 2.26353, -8.54455)  -0.157
C (-1.00022, 0.64171, -8.51266)  -0.206
C (0.36846, -0.07834, -8.04853)  -0.214
C (0.47312, -1.61914, -8.56535)  -0.291
N (1.84083, -2.19572, -8.41752)  -0.049
C (0.67079, 4.49588, -6.22125)  -0.305
O (1.71230, 4.80132, -6.81706)  0.101
H (2.88593, 5.77225, 1.48247)  0.071
H (2.12695, 4.86990, 2.92239)  0.079
H (3.33290, 3.93966, 1.83349)  0.068
H (0.65433, 3.57395, 1.68381)  0.053
H (0.62728, 5.14817, 0.75406)  0.086
H (2.11310, 0.97807, -1.40003)  0.056
H (3.46579, 1.59049, -0.34045)  0.065
H (1.03232, -0.00964, 0.44346)  0.077
H (2.61148, 0.27222, 1.37191)  0.082
H (1.11047, 1.44820, 1.54991)  0.037
H (3.15268, 5.86565, -2.35886)  0.047
H (-3.74747, 4.77492, -3.87873)  0.121
H (-3.93489, 4.19208, -2.15509)  0.118
H (-3.61327, 2.48175, -4.85852)  0.112
H (-6.15310, 1.71524, -4.20603)  0.079
H (-5.83711, 3.25643, -5.20001)  0.082
H (-6.25354, 3.40731, -3.39731)  0.082
H (-3.89704, 0.37920, -3.81913)  0.091
H (-2.80485, 1.28819, -2.57876)  0.066
H (-4.68555, 1.09026, -2.27197)  0.087
H (0.02979, 2.15201, -6.49853)  0.134
H (-1.80945, 2.37571, -6.55264)  0.132
H (0.17379, 2.46821, -9.04073)  0.114
H (-1.69055, 2.71146, -9.14419)  0.116
H (-1.34056, 0.23603, -9.52624)  0.109
H (-1.77770, 0.38882, -7.69476)  0.112
H (0.40586, -0.15366, -6.89402)  0.108
H (1.31302, 0.49582, -8.37954)  0.112
H (-0.24248, -2.31240, -7.98794)  0.123
H (0.18699, -1.64000, -9.66969)  0.105
H (2.02052, -2.52420, -7.45661)  0.058
H (2.56914, -1.50818, -8.69015)  0.065
C (4.85189, -1.94645, -4.49625)  -0.087
C (3.80569, -1.86621, -3.40063)  -0.315
O (3.94956, -2.94036, -2.48064)  -0.223
P (5.09278, -2.80303, -1.29575)  0.708
O (4.31562, -1.83048, -0.40148)  -0.235
O (4.69005, -4.16897, -0.44102)  -0.231
C (4.56464, -4.11487, 0.97785)  -0.303
C (3.09929, -4.11064, 1.37008)  -0.076
O (6.08238, -3.82146, -2.25025)  -0.219
C (7.32923, -4.22915, -1.67781)  -0.290
C (7.25050, -5.67255, -1.21484)  -0.070
H (5.85326, -1.77795, -4.08995)  0.068
H (4.66360, -1.19617, -5.26856)  0.071
H (4.85454, -2.93713, -4.95701)  0.083
H (3.86307, -0.90730, -2.87720)  0.045
H (2.80851, -1.94798, -3.83989)  0.118
H (5.09441, -3.25253, 1.39119)  0.104
H (5.04475, -5.00938, 1.38594)  0.110
H (2.56724, -3.27176, 0.91559)  0.070
H (2.98689, -4.04843, 2.45516)  0.069
H (2.60793, -5.02116, 1.01753)  0.082
H (7.61787, -3.56648, -0.85663)  0.111
H (8.08598, -4.14096, -2.46151)  0.114
H (6.70584, -5.75231, -0.27262)  0.060
H (8.25063, -6.08169, -1.05056)  0.078
H (6.72294, -6.29249, -1.94378)  0.089
C (-0.24924, -8.28557, 6.35634)  -0.089
C (-0.14742, -7.98365, 4.87311)  -0.303
O (-0.88002, -6.81045, 4.54295)  -0.225
P (-0.16728, -5.34474, 4.81597)  0.708
O (0.78223, -5.37338, 3.61358)  -0.230
O (-1.32263, -4.39735, 4.09075)  -0.229
C (-0.93679, -3.36224, 3.19182)  -0.301
C (-1.19056, -3.79662, 1.76113)  -0.068
O (-1.12319, -5.23769, 6.23090)  -0.219
C (-1.05108, -4.01079, 6.96542)  -0.287
C (-2.29976, -3.18018, 6.73025)  -0.064
H (0.25803, -7.51584, 6.94492)  0.065
H (0.20651, -9.25150, 6.58808)  0.076
H (-1.29335, -8.29972, 6.67758)  0.082
H (0.89868, -7.87894, 4.56754)  0.106
H (-0.58098, -8.80719, 4.30110)  0.118
H (0.10542, -3.07014, 3.34555)  0.104
H (-1.55000, -2.48427, 3.41623)  0.097
H (-0.65433, -4.71781, 1.52284)  0.073
H (-0.87971, -3.01986, 1.05796)  0.073
H (-2.25312, -4.00438, 1.60906)  0.079
H (-0.14915, -3.45017, 6.70270)  0.111
H (-0.98547, -4.27438, 8.02419)  0.114
H (-2.26459, -2.68703, 5.75744)  0.059
H (-2.39454, -2.39967, 7.48952)  0.076
H (-3.19667, -3.80436, 6.74126)  0.089
C (-4.09357, 2.54289, 9.25038)  -0.088
C (-3.34210, 1.45076, 8.51294)  -0.305
O (-3.50474, 1.58403, 7.10644)  -0.228
P (-2.55139, 2.67536, 6.31207)  0.704
O (-1.26700, 1.83981, 6.32056)  -0.228
O (-2.99788, 2.27428, 4.76339)  -0.228
C (-2.00562, 2.09253, 3.75768)  -0.302
C (-1.80218, 0.61444, 3.48869)  -0.070
O (-3.90064, 3.72730, 6.31319)  -0.219
C (-3.75695, 4.96010, 5.60011)  -0.289
C (-4.50959, 4.89910, 4.28330)  -0.068
H (-3.64867, 3.52213, 9.05205)  0.066
H (-4.07287, 2.36808, 10.32897)  0.077
H (-5.13334, 2.58912, 8.91836)  0.083
H (-2.27961, 1.46211, 8.77700)  0.106
H (-3.74515, 0.47496, 8.79398)  0.116
H (-1.06787, 2.58389, 4.03097)  0.104
H (-2.36618, 2.57865, 2.84619)  0.100
H (-1.51541, 0.07941, 4.39704)  0.069
H (-1.02727, 0.46022, 2.73333)  0.063
H (-2.73193, 0.15864, 3.13740)  0.084
H (-2.70131, 5.19888, 5.44054)  0.111
H (-4.18715, 5.74523, 6.22714)  0.114
H (-3.95635, 4.31927, 3.54256)  0.059
H (-4.65396, 5.90179, 3.87290)  0.079
H (-5.48236, 4.41691, 4.40683)  0.089

# 3
A structure of composition C8H10O15Zn in a non-equilibrium geometry, computed with wB97M-V/def2-TZVPD.

As for the charge: -2. For the relative energy (zero: lowest compared OMol25 entry of this formula, charge and spin), the calculation gives 251.43 kcal per mole. The calculation puts the total energy at -87582.835 eV.

Last column: Löwdin charge in e.
Positions of all 34 atoms, in Å:
Zn (2.05979, 0.15353, -2.03501)  0.928
O (-3.31843, 1.89393, -3.91710)  0.076
C (-2.09681, 2.16319, -3.39152)  -0.836
O (-1.48876, 1.25488, -2.78307)  -0.035
O (-1.42159, 3.15922, -3.70080)  0.035
H (-3.25375, 0.96889, -3.66866)  0.085
O (3.21988, -5.20987, -1.01047)  0.098
C (2.81405, -3.99328, -1.30048)  -0.823
O (1.81000, -3.67425, -2.00494)  -0.081
O (3.58475, -2.98794, -1.00600)  -0.097
H (2.41161, -5.70944, -1.14738)  0.102
O (3.13265, 0.38122, -7.98500)  0.098
C (3.17818, 1.27578, -7.00989)  -0.910
O (2.88656, 2.42273, -7.20407)  0.055
O (3.27101, 0.90725, -5.81363)  0.004
H (3.10559, 1.02450, -8.69708)  0.095
O (4.92453, 4.74996, 0.58217)  0.117
C (3.88599, 4.45509, -0.09686)  -0.943
O (3.20100, 5.31943, -0.63884)  0.012
O (3.65512, 3.21524, -0.21033)  -0.069
H (5.06195, 3.80538, 0.68456)  0.088
C (-4.40099, -0.24062, 5.46026)  -0.007
C (-3.04472, -0.95988, 5.21927)  -0.314
C (-2.99562, -2.41815, 4.81586)  -0.122
O (-1.99164, -2.49622, 3.85521)  0.112
C (-1.58643, -1.28195, 3.56427)  -0.603
O (-0.67568, -0.97714, 2.80160)  0.150
O (-2.31257, -0.37587, 4.13839)  0.120
H (-4.88761, -0.32389, 4.48847)  0.086
H (-4.17169, 0.77147, 5.79370)  0.087
H (-5.09503, -0.76117, 6.12014)  0.079
H (-2.48025, -0.87549, 6.14790)  0.144
H (-3.93285, -2.54884, 4.27491)  0.131
H (-3.04809, -3.08763, 5.67443)  0.140

# 4
A cluster of 6 separate species, C18H32N6O5S in total in a non-equilibrium geometry, computed with wB97M-V/def2-TZVPD.

As for the charge: 0. The calculation puts the total energy at -49192.591 eV.

Last column: Löwdin charge in e.
Positions of all 62 atoms, in Å:
C (0.47924, 3.44190, 3.72538)  -0.090
C (1.67502, 2.92514, 2.79381)  -0.202
N (1.26621, 2.40015, 1.46561)  -0.124
C (0.34455, 1.24880, 1.53911)  -0.163
C (1.06501, -0.14238, 1.89767)  -0.201
O (0.35844, -0.93324, 2.88747)  -0.339
S (-1.06302, -1.60196, 2.27205)  1.055
O (-1.06929, -1.51966, 0.75180)  -0.466
O (-2.28173, -0.63221, 2.91902)  -0.298
C (-2.97092, 0.13837, 1.91096)  -0.280
O (-3.67862, 1.18058, 2.64244)  -0.193
C (-4.12998, 2.19825, 1.72420)  -0.108
C (0.80018, 3.44508, 0.54837)  -0.374
C (1.57425, 3.52487, -0.85988)  -0.039
O (-0.14846, 4.22898, 0.76841)  0.049
H (0.57741, 2.91004, 4.73944)  0.078
H (-0.56213, 3.25860, 3.30602)  0.069
H (0.54294, 4.55945, 3.97979)  0.062
H (2.32974, 2.18875, 3.35507)  0.114
H (2.34316, 3.85325, 2.58894)  0.099
H (-0.09384, 1.10714, 0.48841)  0.112
H (-0.54390, 1.37784, 2.23694)  0.112
H (1.36136, -0.73530, 0.96180)  0.122
H (2.06674, 0.14616, 2.38097)  0.134
H (-2.29548, 0.67895, 1.17863)  0.107
H (-3.79154, -0.48127, 1.40297)  0.155
H (-5.03802, 1.76290, 1.16963)  0.103
H (-3.33167, 2.57699, 1.01137)  0.097
H (-4.51364, 3.07343, 2.35034)  0.106
H (1.72594, 4.61081, -1.16627)  0.088
H (1.05104, 2.95168, -1.67625)  0.047
H (2.61041, 3.08082, -0.68953)  0.073
C (-0.54055, -4.10234, -0.65730)  -0.077
C (-0.61825, -4.62415, -2.05503)  -0.248
N (-0.67543, -5.03202, -3.15160)  0.119
H (-1.27861, -3.31432, -0.51413)  0.043
H (-0.73804, -4.90852, 0.05085)  0.085
H (0.45451, -3.69762, -0.46847)  0.060
C (-2.92836, -7.04656, -4.92539)  -0.083
C (-3.00025, -7.56690, -6.32555)  -0.265
N (-3.05652, -7.97408, -7.42189)  0.102
H (-3.66924, -6.25891, -4.78403)  0.076
H (-3.12752, -7.85371, -4.21931)  0.076
H (-1.93521, -6.63986, -4.73040)  0.036
C (-0.39250, -0.10687, -2.46976)  -0.042
C (0.89915, 0.47413, -1.99098)  -0.231
N (1.91124, 0.92849, -1.61226)  0.148
H (-0.22351, -0.68766, -3.37739)  0.082
H (-0.81183, -0.75890, -1.70130)  0.055
H (-1.10214, 0.69357, -2.68506)  0.082
C (3.10276, -5.20904, -4.45554)  -0.064
C (2.83757, -4.80597, -3.04123)  -0.250
N (2.63001, -4.49069, -1.93409)  0.125
H (2.48421, -6.06827, -4.71742)  0.078
H (2.86692, -4.38226, -5.12645)  0.079
H (4.15357, -5.47608, -4.57384)  0.077
C (2.49011, 7.21363, 4.09923)  -0.066
C (3.07408, 6.57058, 2.88241)  -0.248
N (3.54015, 6.07144, 1.91789)  0.122
H (1.70630, 7.91381, 3.80793)  0.081
H (2.06278, 6.45136, 4.75194)  0.067
H (3.26703, 7.75327, 4.64204)  0.078